The following is a DFT calculation (ωB97M-V with the def2-TZVPD basis set) of a 11-piece molecular cluster, C46H66O32 overall at a distorted geometry.

The value obtained for the gap between HOMO and LUMO is 8.4 eV. The HOMO energy is -7.98 eV. For the LUMO energy, the calculation gives 0.410 eV. The spin multiplicity is 1.

Cartesian coordinates (Å):
1 C 12.626 9.580 12.584
2 C 13.834 8.768 12.522
3 C 14.168 8.419 11.048
4 O 15.208 9.268 10.669
5 C 15.672 9.907 11.741
6 O 16.602 10.676 11.730
7 O 14.997 9.577 12.808
8 H 12.573 10.320 11.775
9 H 12.518 10.071 13.584
10 H 11.640 9.060 12.504
11 H 13.808 7.958 13.245
12 H 13.307 8.456 10.402
13 H 14.411 7.341 10.993
14 C 12.845 17.468 21.301
15 C 12.885 17.003 19.848
16 C 14.342 17.142 19.259
17 O 14.985 15.913 19.436
18 C 14.044 15.011 19.836
19 O 14.296 13.867 20.112
20 O 12.832 15.489 19.891
21 H 13.325 18.425 21.348
22 H 13.426 16.793 21.938
23 H 11.845 17.567 21.698
24 H 12.035 17.345 19.361
25 H 14.952 17.892 19.755
26 H 14.340 17.319 18.224
27 C 16.111 14.034 8.591
28 C 14.689 13.517 8.954
29 C 14.402 11.998 8.978
30 O 13.580 11.794 10.124
31 C 13.790 12.802 10.958
32 O 13.323 12.828 12.051
33 O 14.520 13.768 10.376
34 H 16.754 13.709 9.406
35 H 15.960 15.098 8.609
36 H 16.482 13.832 7.635
37 H 13.862 14.079 8.420
38 H 15.339 11.413 9.107
39 H 13.890 11.575 8.077
40 C 9.687 10.318 17.299
41 C 10.101 10.522 15.847
42 C 9.089 10.653 14.725
43 O 9.512 11.729 13.976
44 C 10.244 12.542 14.688
45 O 10.539 13.620 14.295
46 O 10.595 12.002 15.862
47 H 9.545 9.246 17.508
48 H 8.722 10.868 17.608
49 H 10.423 10.822 17.923
50 H 10.950 9.898 15.482
51 H 8.078 10.785 15.147
52 H 8.936 9.807 14.017
53 C 12.921 10.527 20.002
54 C 13.839 10.745 18.845
55 C 14.994 9.670 18.610
56 O 14.610 9.019 17.419
57 C 13.532 9.588 16.831
58 O 13.080 9.236 15.795
59 O 13.140 10.655 17.516
60 H 12.313 11.387 20.270
61 H 13.586 10.341 20.822
62 H 12.293 9.647 19.842
63 H 14.342 11.757 18.855
64 H 14.996 8.908 19.394
65 H 16.000 10.077 18.498
66 C 19.838 16.738 18.617
67 C 19.069 16.281 17.399
68 C 19.025 14.762 17.155
69 O 17.577 14.450 17.032
70 C 16.901 15.639 17.095
71 O 15.742 15.626 16.780
72 O 17.677 16.609 17.505
73 H 19.798 17.798 18.709
74 H 20.890 16.391 18.506
75 H 19.499 16.217 19.473
76 H 19.389 16.759 16.451
77 H 19.393 14.206 18.029
78 H 19.456 14.519 16.194
79 C 9.673 15.809 17.639
80 C 10.219 17.154 17.297
81 C 9.844 17.525 15.891
82 O 8.714 18.334 16.066
83 C 8.602 18.701 17.378
84 O 7.761 19.445 17.841
85 O 9.556 18.146 18.056
86 H 10.119 14.979 17.097
87 H 8.680 15.795 17.368
88 H 9.761 15.596 18.709
89 H 11.289 17.217 17.508
90 H 9.512 16.737 15.184
91 H 10.640 18.042 15.396
92 C 19.162 11.371 13.833
93 C 18.252 10.608 14.709
94 C 18.959 9.372 15.361
95 O 18.645 9.500 16.715
96 C 18.149 10.727 17.016
97 O 17.874 11.092 18.125
98 O 18.001 11.478 15.881
99 H 19.997 11.782 14.342
100 H 18.652 12.228 13.376
101 H 19.507 10.749 13.001
102 H 17.383 10.218 14.283
103 H 20.026 9.355 15.156
104 H 18.559 8.425 15.071
105 C 15.046 12.704 15.175
106 C 13.765 13.518 15.220
107 C 13.339 13.998 16.618
108 O 12.837 15.314 16.430
109 C 13.301 15.786 15.224
110 O 13.066 16.890 14.872
111 O 13.987 14.874 14.590
112 H 15.255 12.608 14.161
113 H 14.823 11.609 15.512
114 H 15.827 13.084 15.858
115 H 13.000 13.167 14.527
116 H 14.171 13.957 17.281
117 H 12.491 13.450 16.988
118 C 12.635 18.140 11.281
119 C 12.903 16.763 10.754
120 C 11.936 15.699 11.226
121 O 11.549 14.994 9.977
122 C 12.001 15.687 8.959
123 O 11.816 15.466 7.799
124 O 12.770 16.765 9.320
125 H 12.990 18.312 12.300
126 H 11.538 18.250 11.437
127 H 12.928 18.861 10.566
128 H 13.941 16.478 10.953
129 H 11.022 16.147 11.660
130 H 12.301 14.970 11.927
131 O 16.923 14.925 14.182
132 C 17.032 15.863 13.180
133 C 18.151 15.813 12.345
134 C 18.317 16.851 11.441
135 C 17.479 17.950 11.369
136 O 17.663 19.087 10.556
137 C 16.410 17.935 12.234
138 C 16.178 16.908 13.128
139 H 16.040 15.067 14.544
140 H 18.878 15.029 12.496
141 H 19.235 16.915 10.806
142 H 18.466 19.078 10.011
143 H 15.734 18.813 12.142
144 H 15.345 17.051 13.808

Cartesian forces, eV/Å:
-2.8 1.7 1.1
0.9 -0.1 -1.3
-1.0 -2.7 0.9
0.1 -0.1 -1.0
1.2 1.0 -0.2
-0.5 -0.5 -0.2
-0.5 0.0 1.9
0.3 0.1 0.4
0.4 -0.1 -0.9
1.0 -0.4 -0.1
0.3 -0.2 -0.2
-0.3 0.9 -0.3
0.8 0.5 -0.1
0.2 -0.3 -0.2
3.0 -2.4 2.3
-1.0 1.1 0.3
-1.0 -1.3 1.1
1.4 -1.5 0.0
0.3 0.2 -0.3
-1.3 2.2 -0.3
0.2 0.7 0.1
-0.1 0.0 -0.1
-0.3 -0.1 0.0
-1.0 0.6 -1.5
-0.3 0.2 0.1
-0.2 0.5 -1.5
-2.2 0.0 1.8
-0.6 -0.4 -0.3
0.8 -0.8 -1.6
0.2 -0.5 -0.8
-0.3 0.6 -0.1
0.1 0.3 0.8
0.0 0.5 0.4
0.3 0.1 -0.2
0.4 0.7 0.3
0.4 -0.9 -1.4
1.0 -0.6 0.4
-0.4 0.4 0.1
0.2 0.6 0.8
-1.6 0.4 0.0
1.1 1.8 0.1
-1.9 -2.0 0.5
-0.9 -0.2 -1.7
0.7 0.5 0.8
0.6 1.3 0.1
-0.4 -1.7 -0.4
0.3 0.4 0.2
1.2 -0.9 -1.0
0.3 -0.7 0.0
-0.4 0.5 0.8
0.2 0.6 -0.1
0.7 0.2 0.7
-0.1 -0.2 -0.3
1.9 0.8 -2.0
-1.2 0.4 0.9
-0.4 -0.6 -1.0
1.6 0.6 1.2
-0.6 -0.6 -1.0
-0.2 0.4 1.4
0.0 0.1 -0.3
0.2 -0.2 0.8
0.0 0.0 0.1
-0.9 -1.0 0.1
0.0 0.2 0.1
-0.3 0.2 0.1
1.0 -1.0 -1.5
-0.1 -0.3 -1.0
-1.6 -0.3 0.6
1.7 1.4 0.3
-0.3 -3.1 -0.8
0.3 1.4 0.4
-0.5 1.5 0.4
0.0 0.8 0.3
-0.5 0.5 -0.1
-0.7 -0.3 1.1
0.1 0.0 0.7
0.1 -0.1 -0.6
0.4 -0.4 0.1
1.6 -0.8 1.3
0.9 -1.2 -0.3
0.0 -0.6 -1.5
-1.3 1.3 0.6
-2.3 1.8 -0.8
1.2 -1.2 -1.0
1.2 -0.4 2.0
0.5 0.2 -0.2
-2.6 0.0 -0.4
0.0 0.0 -0.1
-0.2 0.1 -0.3
0.5 -0.1 0.9
0.4 0.7 -0.3
-0.8 0.5 -2.1
2.3 -0.2 2.1
-0.3 0.9 -0.7
0.0 0.5 1.6
-0.1 0.4 -0.6
0.3 -0.2 -0.7
-0.2 -1.6 0.3
0.9 0.0 0.8
-0.1 -0.2 0.1
0.0 0.0 0.1
-1.8 0.3 -0.8
0.3 0.2 0.4
-0.4 -0.5 -0.6
-1.5 -1.6 2.4
0.3 1.3 0.1
-1.3 -0.9 -1.0
0.6 0.5 -0.7
-0.6 -0.9 2.1
-0.1 1.5 -0.8
0.8 -0.9 -0.6
1.2 -0.1 -1.7
0.1 1.9 -0.4
-0.2 0.0 -0.8
-0.2 -0.6 0.7
0.6 0.2 0.6
-0.1 -0.6 0.3
-2.0 -0.4 1.3
1.2 -0.1 0.1
-1.3 -0.1 -0.4
0.2 0.2 1.6
0.9 1.5 -1.4
-0.3 -0.6 -0.1
-0.8 -0.9 0.5
0.6 -0.1 -0.3
0.4 0.1 -0.5
0.7 0.9 -0.5
-0.1 -0.1 0.1
0.3 -0.2 -0.4
0.4 -0.3 0.1
0.1 0.2 -0.8
1.6 -1.4 0.8
-0.8 0.5 0.2
2.1 0.4 -1.2
0.3 0.2 -0.2
-0.2 -0.9 0.5
-1.1 1.8 -0.8
-1.1 1.7 -0.3
-0.2 -0.3 0.4
0.0 -0.1 -0.3
-0.7 -0.4 0.5
-0.3 -0.5 0.5
0.4 -0.7 0.4
0.0 -0.4 0.0

Atom charges from the Löwdin analysis, given in e for atoms 1 to 4: -0.0402, -0.2775, -0.1012, 0.0836